Entry 1:
This record from the OMol25 dataset describes a structure of composition C17H26N2OSr. The level of theory is wB97M-V/def2-TZVPD.

Each line ends with the Löwdin charge.
Positions of all 47 atoms, in Å:
1 Sr 1.149 0.617 -0.743  1.43
2 O -0.106 -0.885 2.704  -0.20
3 N 1.198 1.752 -2.791  -0.18
4 N 1.057 -0.988 -2.453  -0.15
5 C 1.239 0.981 -3.928  -0.25
6 C 0.372 -2.666 -4.534  -0.07
7 C 0.713 -1.335 -4.784  -0.03
8 C -1.919 1.765 2.618  0.07
9 C 0.341 -3.138 -3.209  -0.09
10 C 0.694 -2.266 -2.187  -0.18
11 C -1.066 -0.041 4.824  -0.06
12 C 1.235 1.600 -5.194  -0.03
13 C 0.197 -0.414 4.042  -0.62
14 C 1.156 2.996 -5.264  -0.09
15 C 0.941 -1.521 4.804  -0.04
16 C -1.327 -1.663 2.676  -0.10
17 C -1.722 -0.336 -0.643  -0.26
18 C 1.005 3.752 -4.084  -0.10
19 C 0.999 3.086 -2.868  -0.18
20 C 1.092 0.827 3.838  -0.03
21 C 1.050 -0.479 -3.728  -0.25
22 H -2.526 -0.274 0.116  -0.09
23 H -1.570 -0.917 5.265  0.09
24 H 0.752 1.407 2.962  0.06
25 H 2.137 0.516 3.684  0.08
26 H 0.806 3.613 -1.935  0.10
27 H 0.682 -0.905 -5.789  0.10
28 H -0.804 0.684 5.603  0.09
29 H -1.545 -1.390 -0.913  -0.11
30 H 1.393 -1.096 5.703  0.09
31 H 1.080 1.489 4.716  0.09
32 H 1.276 0.993 -6.116  0.11
33 H 0.026 -4.150 -2.978  0.10
34 H -1.660 2.392 1.743  0.00
35 H -2.447 2.309 3.404  0.01
36 H -1.321 -2.412 3.483  0.09
37 H -1.797 0.439 4.169  0.02
38 H 1.746 -1.987 4.222  0.09
39 H 0.878 4.832 -4.108  0.09
40 H 0.263 -2.316 5.133  0.08
41 H -1.280 -2.189 1.718  0.09
42 H 0.148 -3.328 -5.369  0.10
43 H -2.264 -1.080 2.714  0.08
44 H 0.680 -2.591 -1.142  0.10
45 H -2.031 0.675 2.410  -0.02
46 H -2.078 0.158 -1.565  -0.09
47 H 1.158 3.487 -6.230  0.09

Atomic forces in eV per Å
Sr -1.612 -0.424 1.939
O -1.153 -0.121 0.728
N -0.122 0.636 0.232
N 0.274 -0.379 0.127
C -0.634 -1.839 0.090
C 0.436 1.184 -0.499
C -0.210 -1.037 -0.472
C -0.456 0.346 -1.575
C 0.124 0.109 0.768
C -0.004 0.072 -1.496
C -0.399 0.020 0.094
C 0.037 1.162 -0.564
C 0.234 -0.025 -0.134
C 0.107 -1.620 -0.286
C 0.180 0.008 0.145
C 0.922 -0.492 -0.611
C 0.839 0.475 -0.054
C -0.154 0.252 1.111
C 0.321 -0.168 -1.556
C 0.226 -0.138 -0.057
C -0.015 1.174 -0.088
H 0.425 -0.011 -0.270
H 0.362 0.327 0.010
H 0.011 -0.249 0.414
H -0.242 0.087 -0.086
H 0.199 0.020 -0.045
H -0.016 -0.503 0.288
H -0.117 -0.300 0.051
H -0.174 0.128 0.159
H -0.033 -0.021 0.056
H -0.020 -0.240 -0.247
H 0.031 0.543 0.663
H 0.089 0.113 -0.038
H -0.012 -0.523 0.581
H 0.159 -0.509 -0.067
H -0.087 0.209 -0.180
H 0.399 -0.205 0.633
H -0.190 0.275 -0.078
H -0.031 -0.236 -0.051
H 0.056 0.137 -0.130
H -0.253 0.126 0.136
H -0.098 0.168 0.236
H 0.535 -0.172 0.030
H 0.004 0.232 -0.316
H 0.047 1.559 0.139
H -0.003 -0.115 0.225
H 0.018 -0.034 0.043

Computed properties:
- Relative energy (zero: lowest compared OMol25 entry of this formula, charge and spin): 9.3 kcal per mole
- Max |F|: 2.56 eV/Å
- Total charge: 0
- HOMO-LUMO gap (spin up / spin down): 5.47 / 4.14 eV
- Lowest unoccupied orbital energy (spin up / spin down): -0.633 / -0.608 eV

Entry 2:
This record from the OMol25 dataset describes a cluster of 2 separate species, C5H9N6O2S in total. The level of theory is wB97M-V/def2-TZVPD.

Each line ends with the natural charge from an NBO analysis.
Positions of all 23 atoms, in Å:
1 S 3.376 -0.475 -1.158  0.58
2 O 0.160 -3.359 0.565  -0.52
3 O -2.779 1.209 -1.240  -0.05
4 N 2.347 -0.800 -0.017  -0.85
5 N -0.078 -2.111 -0.032  -0.29
6 N -1.743 1.875 -0.697  -0.14
7 N -2.561 -0.049 -0.995  -0.03
8 N 0.241 1.412 0.428  -0.60
9 N -2.366 -2.447 -0.122  -0.70
10 C 1.819 3.298 0.715  -0.43
11 C -0.937 1.024 -0.130  0.31
12 C -1.480 -0.226 -0.334  -0.04
13 C 0.701 2.759 0.241  0.00
14 C -1.341 -1.666 -0.068  0.51
15 H 2.070 4.266 0.463  0.23
16 H 2.826 -0.780 0.885  0.37
17 H 1.016 -3.559 0.176  0.49
18 H 0.861 0.868 1.013  0.41
19 H 0.153 3.149 -0.602  0.22
20 H -2.194 -3.445 -0.040  0.43
21 H 0.848 -1.459 -0.115  0.43
22 H 2.417 2.723 1.363  0.19
23 H -3.352 -2.208 -0.297  0.47

Atomic forces in eV per Å
S -0.734 -0.088 0.495
O -0.216 0.651 -0.714
O 1.426 -0.485 0.714
N 0.959 -0.065 -0.736
N 0.123 1.389 0.865
N 0.380 2.466 0.130
N -3.221 -1.434 -1.505
N 1.202 1.497 0.599
N -1.506 -2.010 0.555
C -1.763 -1.927 0.003
C 1.519 1.207 0.514
C -1.302 -2.054 -0.242
C -0.080 -0.929 -1.386
C 3.179 0.716 -0.902
H 0.629 1.736 -0.524
H -0.050 0.058 0.230
H 0.222 -0.765 0.050
H -0.863 -0.497 -0.181
H -0.201 0.892 0.358
H 0.054 0.197 0.020
H -1.639 -0.842 0.441
H 0.800 -0.289 0.986
H 1.082 0.576 0.232

Computed properties:
- Relative energy (zero: lowest compared OMol25 entry of this formula, charge and spin): 0.0 kcal per mole
- Max |F|: 3.83 eV/Å
- Total charge: +1
- HOMO-LUMO gap (spin up / spin down): 6.14 / 6.14 eV
- Lowest unoccupied orbital energy (spin up / spin down): -5.863 / -5.860 eV

Entry 3:
This record from the OMol25 dataset describes the ion C5H15N2O with charge +1. The level of theory is wB97M-V/def2-TZVPD.

Each line ends with the natural charge from an NBO analysis.
Positions of all 23 atoms, in Å:
1 O 0.059 -2.134 -0.814  -0.72
2 N -1.504 0.536 -1.238  -0.68
3 N -0.412 1.472 1.461  -0.64
4 C 0.556 -0.899 -1.318  0.08
5 C -0.128 0.283 -0.633  -0.06
6 C -0.273 0.137 0.872  -0.24
7 C 2.064 -0.817 -1.186  -0.66
8 C -0.313 1.442 2.904  -0.42
9 H 0.663 -2.526 -0.164  0.49
10 H -1.418 1.060 -2.107  0.44
11 H -1.040 0.709 3.258  0.20
12 H 2.513 -1.405 -1.985  0.25
13 H -1.151 -0.406 1.200  0.22
14 H 0.697 1.243 3.286  0.19
15 H -1.975 -0.359 -1.405  0.45
16 H 0.436 1.185 -0.815  0.22
17 H 0.227 -0.988 -2.355  0.19
18 H 2.575 0.142 -1.325  0.24
19 H -0.628 2.382 3.346  0.22
20 H 0.244 2.136 1.068  0.36
21 H 0.651 -0.338 1.215  0.20
22 H -2.077 1.073 -0.580  0.46
23 H 2.392 -1.247 -0.254  0.22

Atomic forces in eV per Å
O -0.074 0.025 0.364
N 0.179 -0.230 0.275
N -0.326 0.018 -0.615
C -0.202 -0.494 0.146
C -0.464 -0.328 0.320
C 0.764 1.330 0.130
C 0.693 -0.168 -1.050
C -0.370 0.152 0.469
H -0.167 0.218 -0.185
H -0.207 -0.101 -0.109
H 0.295 -0.145 0.222
H -0.072 -0.369 0.112
H 0.032 -0.632 -0.190
H -0.137 -0.331 -0.086
H 0.022 0.045 -0.098
H 0.162 0.308 -0.268
H 0.315 0.668 -0.293
H -0.665 0.220 0.259
H -0.024 0.236 -0.169
H 0.153 -0.119 0.042
H -0.092 -0.415 0.178
H 0.082 0.167 0.063
H 0.102 -0.055 0.481

Computed properties:
- Relative energy (zero: lowest compared OMol25 entry of this formula, charge and spin): 32.2 kcal per mole
- SMILES: CNC[C@H]([NH3+])[C@@H](C)O
- Max |F|: 1.54 eV/Å
- Total charge: +1
- HOMO-LUMO gap: 9.63 eV
- Lowest unoccupied orbital energy: -3.327 eV

Entry 4:
This record from the OMol25 dataset describes a cluster of 2 separate species, C3H10N2O2 in total. The level of theory is wB97M-V/def2-TZVPD.

Each line ends with the natural charge from an NBO analysis.
Positions of all 17 atoms, in Å:
1 O -0.767 -0.865 -1.620  -0.60
2 O 2.534 0.821 0.736  -0.74
3 N -1.280 0.266 0.358  -0.51
4 N -2.079 1.195 -0.350  -0.64
5 C 1.456 1.215 -0.103  -0.31
6 C -0.025 -1.858 0.459  -0.73
7 C -0.665 -0.812 -0.407  0.69
8 H 0.872 -2.229 -0.041  0.24
9 H 3.009 0.073 0.341  0.47
10 H -1.496 0.119 1.342  0.40
11 H 0.284 -1.447 1.423  0.23
12 H 1.532 0.775 -1.100  0.17
13 H 1.453 2.306 -0.207  0.17
14 H -1.566 1.425 -1.209  0.37
15 H -0.733 -2.678 0.605  0.25
16 H -2.920 0.723 -0.690  0.34
17 H 0.390 0.973 0.461  0.20

Atomic forces in eV per Å
O 0.377 0.362 1.214
O 0.556 -0.445 -0.061
N -0.161 -2.144 -1.665
N -0.001 -0.136 -0.058
C -2.245 0.182 1.602
C 0.559 0.195 -0.055
C -2.184 0.841 0.632
H -0.196 -0.116 0.000
H -0.327 0.469 0.153
H 0.032 0.181 -0.541
H -0.144 -0.055 -0.016
H -0.251 -0.069 0.121
H 0.311 -0.101 -0.082
H -0.051 -0.015 0.515
H 0.117 0.087 -0.037
H 0.180 0.009 0.093
H 3.428 0.752 -1.813

Computed properties:
- Relative energy (zero: lowest compared OMol25 entry of this formula, charge and spin): 67.1 kcal per mole
- SMILES: CC(=O)NN.CO
- Max |F|: 3.95 eV/Å
- Total charge: 0
- HOMO-LUMO gap: 9.70 eV
- Lowest unoccupied orbital energy: 0.755 eV

Entry 5:
This record from the OMol25 dataset describes a structure of composition C17H24AuN6PSi. The level of theory is wB97M-V/def2-TZVPD.

Each line ends with the natural charge from an NBO analysis.
Positions of all 50 atoms, in Å:
1 Au 0.332 -1.113 -1.001  1.47
2 P 2.452 0.863 0.857  0.81
3 Si -4.677 -1.138 -1.142  1.59
4 N 0.512 -1.175 1.157  -0.52
5 N 0.452 1.037 -1.138  -0.52
6 N 1.125 2.987 -0.453  -0.29
7 N 2.399 -1.151 -1.092  -0.57
8 N 1.219 -0.401 3.062  -0.29
9 N 4.433 -0.567 -0.580  -0.29
10 C 1.849 4.038 0.276  -0.41
11 C -5.040 0.058 -2.502  -1.12
12 C 1.333 -0.294 1.723  0.06
13 C -0.253 1.976 -1.836  -0.04
14 C 1.950 0.384 4.066  -0.41
15 C -2.799 -1.098 -0.919  -0.34
16 C 3.249 -1.911 -1.852  -0.06
17 C -1.580 -1.109 -0.957  -0.39
18 C -5.094 -2.882 -1.570  -1.11
19 C 3.130 -0.344 -0.329  0.08
20 C 5.576 0.112 0.049  -0.41
21 C -5.411 -0.602 0.467  -1.11
22 C 0.300 -1.377 3.337  -0.03
23 C 1.279 1.656 -0.300  0.06
24 C 0.174 3.201 -1.413  -0.04
25 C -0.148 -1.855 2.140  -0.05
26 C 4.522 -1.548 -1.533  -0.03
27 H -5.128 0.416 0.737  0.25
28 H 3.020 0.223 3.960  0.23
29 H -4.821 -3.567 -0.766  0.25
30 H 1.646 3.963 1.342  0.23
31 H 6.487 -0.300 -0.374  0.25
32 H 0.040 -1.645 4.347  0.26
33 H 2.904 -2.649 -2.557  0.26
34 H -4.578 -3.197 -2.479  0.25
35 H -0.886 -2.610 1.931  0.26
36 H -6.113 0.055 -2.709  0.26
37 H 2.916 3.955 0.090  0.23
38 H -4.757 1.079 -2.237  0.24
39 H 1.500 5.001 -0.084  0.25
40 H -6.499 -0.629 0.357  0.26
41 H -1.004 1.719 -2.563  0.26
42 H 5.538 1.178 -0.158  0.23
43 H -5.141 -1.268 1.287  0.25
44 H 1.637 0.051 5.050  0.25
45 H -4.518 -0.218 -3.420  0.25
46 H -0.120 4.193 -1.710  0.26
47 H -6.169 -2.975 -1.741  0.26
48 H 5.470 -1.903 -1.901  0.26
49 H 5.571 -0.063 1.122  0.23
50 H 1.717 1.441 3.959  0.23

Atomic forces in eV per Å
Au 0.145 0.284 0.321
P 0.105 0.040 0.033
Si 0.190 0.053 0.123
N -0.223 -0.615 0.136
N -0.249 0.143 -0.619
N 0.085 0.131 0.057
N 0.077 -0.180 -0.171
N 0.084 0.060 0.119
N 0.135 -0.003 -0.007
C -0.072 -0.068 -0.071
C -0.019 0.102 -0.171
C -0.061 0.036 -0.082
C 0.108 -0.040 0.157
C -0.070 -0.074 -0.063
C 0.171 0.058 -0.098
C 0.005 0.107 0.105
C -0.266 0.018 0.090
C -0.014 -0.212 -0.068
C 0.064 -0.018 -0.012
C -0.093 -0.068 -0.064
C -0.082 0.027 0.146
C -0.010 0.075 0.019
C -0.065 -0.081 0.037
C -0.008 0.021 0.073
C 0.100 0.151 -0.046
C 0.010 0.064 0.065
H -0.010 -0.009 -0.014
H 0.003 0.000 0.003
H -0.017 0.009 -0.021
H -0.005 0.000 0.000
H 0.009 -0.002 -0.003
H 0.009 -0.002 -0.016
H -0.005 0.018 0.016
H -0.045 -0.024 0.007
H 0.040 -0.001 -0.013
H 0.017 0.021 -0.040
H 0.003 0.003 0.000
H -0.007 -0.028 0.012
H -0.006 0.003 -0.007
H -0.008 0.028 0.089
H 0.039 -0.015 -0.001
H -0.003 0.005 -0.006
H -0.024 0.001 -0.008
H -0.006 -0.007 0.004
H -0.047 0.015 -0.012
H 0.011 -0.015 -0.001
H 0.020 -0.020 -0.011
H -0.008 0.012 0.012
H -0.003 -0.006 0.005
H -0.005 -0.001 0.000

Computed properties:
- Max |F|: 0.68 eV/Å
- Total charge: +2
- HOMO-LUMO gap (spin up / spin down): 6.15 / 6.15 eV
- Lowest unoccupied orbital energy (spin up / spin down): -8.800 / -8.801 eV